# 1
Density functional theory data (ωB97M-V/def2-TZVPD) for 10 unconnected molecules or ions with the total composition C5H30N2O10 in a non-equilibrium geometry.

Geometry as XYZ:
```
47
Properties=species:S:1:pos:R:3:forces:R:3
C -0.204903 -0.494480 0.869775 -0.747 1.543 -0.892
N 0.668045 0.358675 1.718726 -1.045 -1.123 -0.034
C 0.222213 0.922525 2.869279 0.262 -0.939 -0.729
O -0.943319 0.735402 3.239243 0.607 0.943 0.136
C -0.102515 -2.018259 1.060896 2.198 1.589 -0.729
C 1.109167 -2.439204 0.174201 0.132 -0.944 0.105
C 0.766975 -2.625223 -1.353292 0.459 -0.507 1.255
N -0.487771 -3.373889 -1.570955 -1.159 2.324 -0.226
H 0.112887 -0.210756 -0.152421 0.124 -0.576 0.446
H -1.223501 -0.055803 0.820962 0.298 -0.512 0.895
H 1.603154 0.371899 1.333828 -0.023 0.561 1.170
H 0.958824 1.508631 3.474283 -0.406 -0.302 -0.590
H -0.987937 -2.460600 0.649163 -0.536 -0.540 0.503
H 0.163378 -2.248351 2.098334 -0.759 -0.187 -0.201
H 1.425414 -3.440481 0.496336 0.141 0.156 0.172
H 1.977829 -1.749775 0.377762 -0.742 -0.617 -0.481
H 0.736886 -1.616525 -1.780542 -0.295 -0.450 -0.475
H 1.563046 -3.230824 -1.830754 -0.170 0.671 0.232
H -0.621653 -4.194792 -0.988489 0.291 0.264 0.116
H -1.262599 -2.679706 -1.364589 0.981 -1.613 -0.388
H -0.902092 3.458753 -3.027960 -0.217 0.062 -0.076
H -1.584570 2.915878 -1.719822 0.081 0.155 -0.322
O -0.730299 3.034731 -2.187730 0.149 -0.363 0.500
H 0.609259 1.704221 -1.777301 0.127 -0.016 0.438
H 1.894645 0.894307 -2.022908 0.225 -0.246 0.213
O 1.290482 1.165962 -1.311046 -0.424 0.323 -0.882
H -4.142991 1.387639 2.387352 0.596 0.100 -0.177
H -2.610060 1.526886 2.068134 -0.128 -0.204 0.360
O -3.499993 1.637501 1.704322 -0.440 -0.014 -0.254
H -2.282440 -2.117371 3.016122 0.289 0.744 -0.605
H -1.347282 -0.872379 3.675582 -0.979 -0.586 -1.037
O -1.834011 -1.721179 3.756757 0.313 -0.483 1.751
H 4.138521 1.142389 0.148288 -0.016 0.216 -0.620
H 4.311715 1.756373 -1.279291 0.290 -0.879 0.968
O 4.552628 0.975165 -0.721473 0.288 0.723 -0.506
H 4.066513 -0.030248 -2.036478 -0.027 -0.206 -0.100
H 3.707503 -0.947978 -3.276213 0.079 -0.124 0.071
O 3.593210 -0.079283 -2.890640 -0.372 0.239 -0.124
H -4.041476 0.283659 -0.799168 -0.355 0.275 -0.198
H -3.237891 -0.773436 -1.355043 -0.063 0.056 -0.812
O -3.835764 -0.075945 -1.676453 0.332 -0.523 1.131
H 2.563894 2.815821 1.117178 -0.040 0.102 0.049
H 1.929927 1.682053 0.219510 1.196 0.727 0.066
O 2.696832 1.909360 0.833200 -0.804 -0.006 -0.164
H -3.752505 2.043069 -1.696255 0.135 0.056 0.300
H -3.676874 2.530187 -0.186045 0.414 -0.004 -0.876
O -3.350502 2.695402 -1.104366 -0.262 0.136 0.621
```
Forces are in eV/Å.

Properties
- highest occupied orbital energy (eV) = -9.496
- energy above the lowest of the compared OMol25 structures with the same formula, charge and spin (eV) = 1.783
- SMILES = NCCCCNC=O.O.O.O.O.O.O.O.O.O
- LUMO (eV) = 0.21
- frontier orbital gap (hartree) = 0.357

# 2
Density functional theory data (ωB97M-V/def2-TZVPD) for 10 unconnected molecules or ions with the total composition C5H30N2O10 in a non-equilibrium geometry.

Geometry as XYZ:
```
47
Properties=species:S:1:pos:R:3:forces:R:3
C -2.176054 0.076674 2.354849 -0.853 -0.914 -0.203
C -1.276328 -0.706034 3.316754 0.581 -1.817 0.152
C -1.914663 0.319105 0.885871 2.295 -0.546 -1.156
N -0.748879 0.970175 0.502060 -0.820 0.545 1.220
C -0.212809 2.095268 1.249852 2.018 -2.507 3.435
C -0.153131 3.430972 0.565783 -1.455 0.100 1.371
N 0.780193 3.379381 -0.534813 0.484 0.981 -1.111
O -2.601746 -0.123070 -0.027037 -0.391 -0.634 0.461
H -3.042629 -0.565305 2.308837 -0.880 0.502 0.099
H -2.411884 1.045819 2.691862 -0.735 1.113 1.031
H -0.223013 -0.486883 3.325241 0.412 0.442 -0.399
H -1.540861 -0.719939 4.418476 -0.447 0.451 -1.425
H -1.349110 -1.785630 2.989255 0.195 0.994 0.435
H -0.262413 0.557247 -0.275371 0.175 0.655 -0.413
H -0.695365 1.998997 2.353034 0.764 1.014 -2.746
H 0.874346 1.889463 1.553167 -1.237 -0.019 -0.475
H 0.232186 4.052242 1.379430 -0.300 0.545 -0.393
H -1.233506 3.644969 0.318321 1.123 0.621 -0.128
H 0.206668 3.111246 -1.318241 0.256 -0.169 -0.656
H 1.258007 4.275609 -0.823177 -1.058 -1.202 0.877
H -0.391363 -1.790208 -1.279118 0.701 -1.584 0.485
H -0.165520 -3.245421 -1.659736 0.304 0.659 1.249
O -0.108788 -2.653439 -0.865063 -0.809 0.345 -1.346
H 0.801096 -0.228994 -3.654074 1.720 1.966 -0.670
H 0.723870 0.997628 -4.559835 1.730 -0.585 0.901
O 1.439268 0.493409 -4.054087 -3.526 -1.333 -1.090
H 1.619417 -0.742847 0.010100 -0.841 -0.960 -1.327
H 1.980693 0.529258 0.611293 0.177 0.565 0.331
O 2.239901 -0.384136 0.606156 1.262 -0.446 1.564
H -3.627013 -2.521672 -1.770247 0.203 0.624 0.222
H -3.305808 -1.007491 -1.753344 0.847 3.083 3.453
O -3.536053 -1.699895 -2.267681 -1.238 -3.660 -3.545
H 1.918888 0.736968 -2.465363 -1.470 -0.200 1.663
H 1.675985 1.514623 -1.179698 -0.140 0.144 0.364
O 1.451714 0.653363 -1.558585 1.326 0.883 -1.689
H -1.187657 -0.400440 -1.565226 -0.315 0.584 -0.391
H -1.737501 -0.646704 -2.955882 0.858 -0.092 0.418
O -0.887915 -0.445163 -2.491558 -1.168 -0.209 -0.604
H 2.199842 0.465910 4.057856 0.260 -0.334 0.129
H 2.354697 -0.620227 2.915760 0.006 0.182 0.069
O 1.933177 0.210247 3.173789 -0.238 0.357 -0.001
H 2.340229 -3.017279 1.073151 -1.291 -1.632 2.084
H 0.899207 -3.432261 1.398808 1.209 -0.349 0.606
O 1.813435 -3.583950 1.769921 0.063 2.091 -2.761
H 2.535751 -1.335498 -2.597788 -0.056 1.031 -0.403
H 1.437506 -2.168404 -3.406933 -2.049 0.718 -2.608
O 2.073933 -2.137680 -2.766768 2.349 -2.004 2.916
```
Forces are in eV/Å.

Properties
- highest occupied orbital energy (eV) = -9.570
- energy above the lowest of the compared OMol25 structures with the same formula, charge and spin (eV) = 4.086
- SMILES = CCC(=O)NCCN.O.O.O.O.O.O.O.O.O
- LUMO (eV) = 0.22
- frontier orbital gap (hartree) = 0.360

# 3
Density functional theory data (ωB97M-V/def2-TZVPD) for 9 unconnected molecules or ions with the total composition C5H30N2O9 in a non-equilibrium geometry.

Geometry as XYZ:
```
46
Properties=species:S:1:pos:R:3:forces:R:3
N -1.945012 0.673401 1.725681 -0.926 -0.005 0.269
C -0.752073 -0.196069 1.733650 -0.859 -0.365 -0.712
C -0.108868 -0.150491 0.343211 -0.631 -0.489 -0.358
N 1.011008 -1.113529 0.275384 0.024 0.904 0.003
C 1.197725 -1.612734 -1.078989 1.661 0.458 -0.561
C 2.234317 -0.517593 0.859977 -0.329 -1.242 0.192
C 3.307010 -1.611644 1.049234 0.830 0.422 0.782
O 4.256727 -1.592717 0.009169 0.092 -0.408 -1.091
H -2.435212 0.632142 2.650879 0.541 -0.059 -1.323
H -2.604461 0.352182 0.973356 0.607 0.255 1.072
H -0.066807 0.181257 2.473772 0.306 0.076 0.400
H -1.015692 -1.240437 1.966151 0.214 0.352 0.034
H 0.174184 0.898798 0.121129 0.111 -0.493 -0.075
H -0.862195 -0.474475 -0.431658 0.646 0.425 0.847
H 0.270924 -1.969394 -1.429980 -1.185 -0.526 -0.425
H 1.898027 -2.488069 -1.101338 -0.431 0.808 0.059
H 1.533836 -0.836304 -1.858250 -0.101 -0.872 1.013
H 1.968942 -0.080189 1.830727 0.059 -0.058 -0.261
H 2.638615 0.272316 0.209291 0.107 -0.041 0.198
H 3.955230 -1.431633 1.939552 -0.782 0.111 -0.378
H 2.889974 -2.625060 1.189512 -0.248 0.431 -0.136
H 3.849821 -1.908769 -0.817521 0.244 0.216 0.510
H -2.350107 1.666974 -2.311841 1.255 0.806 0.240
H -2.869674 0.783156 -3.458078 -0.097 0.197 0.450
O -3.097768 1.138136 -2.583376 -1.086 -1.023 -0.812
H 1.801116 0.980945 -1.538275 0.167 -0.871 0.295
H 1.826661 2.439071 -1.210135 0.547 1.269 1.473
O 1.690245 1.837443 -1.919781 -0.373 -0.343 -1.959
H -2.576421 -1.979155 -0.980659 -1.566 1.747 0.561
H -1.841048 -3.149839 -0.395209 0.005 -0.035 -0.201
O -1.992037 -2.662031 -1.216975 1.742 -2.046 -0.308
H -1.295607 2.308565 1.379381 0.096 -0.370 -0.040
H -1.541659 3.757532 1.120099 -2.414 2.626 0.058
O -0.861152 3.159016 1.091281 2.009 -2.387 -0.051
H 0.429028 -3.641830 2.383008 -1.435 0.342 -1.539
H 0.152093 -2.795537 1.082270 -0.018 -0.314 0.569
O -0.261555 -3.480428 1.665014 1.558 -0.012 0.928
H -3.367586 0.040854 -1.382072 -0.339 -0.355 0.461
H -4.493018 -0.803547 -0.718800 -1.205 -0.252 -0.112
O -3.589009 -0.570752 -0.610631 1.290 0.842 -0.264
H 2.181275 3.604749 1.076308 0.059 0.068 0.274
H 0.740260 3.277336 0.539967 0.566 0.297 0.263
O 1.691277 3.374068 0.291072 -0.477 -0.188 -0.370
H -0.908869 2.825328 -0.993343 -0.053 0.377 1.112
H 0.051059 2.206005 -2.053384 -1.639 0.498 0.233
O -0.913527 2.522951 -1.888781 1.455 -0.773 -1.320
```
Forces are in eV/Å.

Properties
- highest occupied orbital energy (eV) = -9.376
- energy above the lowest of the compared OMol25 structures with the same formula, charge and spin (eV) = 0.786
- SMILES = CN(CCN)CCO.O.O.O.O.O.O.O.O
- LUMO (eV) = 0.42
- frontier orbital gap (hartree) = 0.360

# 4
Density functional theory data (ωB97M-V/def2-TZVPD) for 9 unconnected molecules or ions with the total composition C5H30N2O9 in a non-equilibrium geometry.

Geometry as XYZ:
```
46
Properties=species:S:1:pos:R:3:forces:R:3
C 0.646817 -2.652069 0.714344 -1.215 2.174 2.901
O 0.471985 -3.085001 -0.535163 1.270 -1.327 -3.331
C 0.589346 -0.921123 0.750156 0.013 -2.375 -1.369
C 1.982648 -0.225223 0.726535 -1.889 0.165 0.691
C 2.030501 1.182614 1.227198 -0.527 -0.219 -5.307
C 1.986906 1.682437 2.375895 0.365 1.134 6.607
N 1.858731 2.291798 0.089129 0.753 1.969 1.681
N -0.398455 -0.449394 -0.410334 0.724 -1.846 4.783
H 1.575562 -2.922248 1.206858 0.327 -0.083 -0.141
H -0.194069 -3.159966 1.372156 1.360 1.634 -1.112
H 1.320533 -3.327227 -1.007426 -1.387 0.424 0.911
H 0.098168 -0.716867 1.678454 -0.414 0.534 0.451
H 2.440550 -0.243506 -0.200390 0.774 -0.266 -2.144
H 2.544574 -0.880499 1.321222 1.151 -0.550 1.218
H 2.202196 1.149476 3.330914 -0.387 -0.690 -1.194
H 1.784847 2.664656 2.800075 0.213 0.561 -1.344
H 1.932547 2.125769 -0.941174 0.227 -0.536 1.165
H 2.500460 3.131624 0.395870 -1.321 -2.154 -1.058
H 0.862816 2.600806 0.235944 0.480 -0.301 -0.283
H 0.036531 -0.025827 -1.195068 0.841 -0.457 -1.705
H -1.141367 -1.136157 -0.431698 -0.172 -0.436 -1.208
H -0.776096 0.327276 0.101725 -0.853 1.322 -0.071
H 5.417465 0.908130 -0.828233 -1.514 1.319 0.795
H 5.690480 1.008125 0.571179 -1.921 1.300 -0.421
O 4.959731 1.371545 -0.046083 3.285 -2.613 -0.396
H -0.988291 1.979626 1.479093 -1.041 0.146 -1.104
H -1.398925 2.512932 -0.116725 0.566 -0.742 1.904
O -0.798570 1.989112 0.492885 0.097 1.415 -1.233
H -2.333378 0.254235 2.203909 1.006 1.476 0.557
H -2.285438 1.324434 3.278514 0.175 0.217 0.250
O -1.756179 1.030807 2.528027 -1.581 -1.988 0.108
H -0.036191 -0.179604 -4.636990 1.406 1.472 0.316
H 0.249002 0.939534 -5.647887 1.373 -0.481 2.899
O 0.556778 0.641247 -4.685103 -2.653 -0.996 -3.923
H -4.803525 -1.218580 2.659402 -3.107 -0.154 1.593
H -3.751343 -2.107901 2.019450 -0.405 1.107 0.316
O -3.990102 -1.178889 2.258593 3.728 -0.793 -2.079
H -4.229461 0.086217 -0.154110 -2.926 -1.405 3.783
H -4.291041 0.295229 -1.660001 -3.031 -0.293 -3.439
O -3.818758 0.310611 -0.906472 6.159 1.686 -0.247
H 0.964177 1.375467 -3.147002 -1.657 -0.803 1.273
H -0.460217 1.277648 -2.292672 1.834 0.339 -0.786
O 0.533213 1.159657 -2.244185 -0.332 1.009 -0.449
H -3.375284 -3.704404 -1.171771 -0.182 -0.644 -0.712
H -1.786923 -3.474924 -1.399652 -0.549 -0.611 -0.217
O -2.584048 -3.259104 -0.905037 0.937 1.357 1.070
```
Forces are in eV/Å.

Properties
- highest occupied orbital energy (eV) = -16.381
- energy above the lowest of the compared OMol25 structures with the same formula, charge and spin (eV) = 5.185
- LUMO (eV) = -5.34
- frontier orbital gap (hartree) = 0.406
- charge = +2

# 5
Density functional theory data (ωB97M-V/def2-TZVPD) for 10 unconnected molecules or ions with the total composition C5H30NO11 in a non-equilibrium geometry.

Geometry as XYZ:
```
47
Properties=species:S:1:pos:R:3:forces:R:3
C -1.609753 -2.462573 -1.283795 0.300 1.017 -0.329
O -0.331332 -2.779634 -1.791713 0.437 -0.389 -0.281
C -1.580000 -0.944425 -1.215870 -1.278 0.671 -0.081
C -2.991695 -0.388595 -0.860336 1.178 -0.332 1.653
C -3.402040 0.900698 -1.563085 -0.358 -1.543 -0.187
C -2.661498 2.116056 -1.124614 -0.035 0.246 -0.617
O -1.670265 2.104925 -0.442220 -0.098 -0.027 0.289
N -0.541973 -0.451466 -0.265909 -1.070 -1.084 -0.566
H -2.432107 -2.664162 -1.975780 0.171 -0.521 0.000
H -1.795342 -2.912432 -0.303851 -0.039 -0.041 -0.035
H -0.257448 -3.678989 -2.124373 -0.229 -0.093 0.189
H -1.315870 -0.555248 -2.199547 0.224 -0.192 -0.096
H -2.974265 -0.233540 0.224443 0.028 0.329 0.017
H -3.665659 -1.238585 -0.895746 -0.572 0.255 -0.794
H -3.176045 0.736187 -2.616911 0.007 0.436 -0.380
H -4.490668 1.012111 -1.542992 0.148 0.359 0.178
H -3.021946 3.056325 -1.565635 -0.097 0.192 0.143
H 0.345314 -0.902577 -0.503598 0.147 0.323 0.416
H -0.529787 0.569781 -0.313008 0.491 0.237 0.164
H -0.864309 -0.737162 0.668477 0.371 0.189 0.305
H 1.546620 -2.920081 1.296302 -0.119 -0.349 -0.174
H 1.739793 -1.538018 1.816099 0.005 0.130 -0.006
O 1.173618 -2.041193 1.209118 0.221 0.147 0.258
H 1.680563 2.285201 2.254289 0.143 0.160 0.109
H 2.782101 2.840913 3.205462 -0.058 0.152 0.045
O 2.506715 2.067595 2.708727 -0.232 -0.136 -0.277
H 3.999265 -0.091280 0.858567 -0.370 -0.442 0.318
H 4.121363 0.922682 -0.170175 -0.167 0.204 -0.518
O 3.467740 0.291640 0.152180 0.599 0.260 0.214
H 1.208812 -1.579987 -3.371165 -0.171 0.086 0.141
H 2.553437 -1.500727 -4.031323 0.099 0.248 -0.054
O 1.846629 -0.935368 -3.698374 -0.058 -0.280 0.009
H -2.451763 -0.145653 2.789757 0.471 0.292 0.898
H -0.807378 -0.428047 2.952178 -1.009 0.515 1.185
O -1.631616 -0.493175 2.448861 0.245 -0.841 -2.149
H 3.252647 -0.754957 3.996719 0.096 0.206 0.058
H 2.681238 0.363111 3.002420 0.357 -0.142 0.493
O 2.669411 -0.587216 3.253916 -0.282 -0.119 -0.705
H 0.744961 1.993601 -3.365994 0.051 -0.043 0.117
H 0.103014 3.083445 -4.164611 -0.075 0.303 -0.009
O 0.281562 2.834294 -3.252916 0.103 -0.455 -0.059
H 1.922044 1.724428 -0.023194 0.550 -0.099 -0.244
H 1.014025 2.464531 -1.097616 0.168 -0.107 0.409
O 1.054812 1.765485 -0.423985 -0.537 0.320 -0.216
H 0.917021 -0.524533 3.913194 0.464 0.486 0.739
H 0.387852 0.602329 4.924837 0.375 -0.073 -0.270
O 0.202206 -0.245714 4.512790 -0.595 -0.457 -0.297
```
Forces are in eV/Å.

Properties
- highest occupied orbital energy (eV) = -13.050
- energy above the lowest of the compared OMol25 structures with the same formula, charge and spin (eV) = 0.000
- LUMO (eV) = -2.29
- frontier orbital gap (hartree) = 0.395
- charge = +1